# 1
{"formula": "C8H14N2O2S", "method": "wB97M-V/def2-TZVPD", "symbols": ["C", "C", "C", "C", "C", "C", "C", "C", "N", "N", "O", "O", "S", "H", "H", "H", "H", "H", "H", "H", "H", "H", "H", "H", "H", "H", "H"], "coordinates": [[-0.8238, -1.0385, 0.3931], [-1.4674, 0.2969, -0.2282], [1.0538, -1.3833, -1.1749], [-0.5891, -0.1556, 1.5949], [0.8984, -0.1825, 2.1205], [1.6256, -0.0546, -3.1563], [-1.4118, 2.4475, 1.2743], [1.1903, -0.0354, -1.6913], [0.2556, -1.8080, -0.2287], [-1.0476, 1.0162, 0.8497], [-1.8655, -1.8931, 0.6160], [-2.0511, 0.5699, -1.2164], [-1.7238, -0.3791, 3.0185], [1.7459, -2.1557, -1.4790], [0.9594, 0.7782, 2.6006], [1.7551, -0.4481, 1.4095], [1.0226, -0.8097, 2.9425], [1.4395, 1.0227, -3.5326], [1.0141, -0.6776, -3.6760], [2.6568, -0.2281, -3.1070], [-2.1091, 2.3715, 2.0669], [-0.5440, 3.0893, 1.5542], [-1.8754, 2.8050, 0.3960], [0.2172, 0.5080, -1.5250], [1.9655, 0.5779, -1.0561], [0.1849, -2.7293, -0.0922], [-2.4762, -1.5046, 1.3269]], "e_tot_ha": -971.2798, "e_homo_ev": -6.81, "homo_lumo_gap_ha": 0.197, "de_lowest_ev": 4.541}

=====

# 2
{"formula": "C25H33BKN6O3", "method": "wB97M-V/def2-TZVPD", "symbols": ["K", "C", "C", "C", "C", "C", "C", "N", "N", "B", "N", "C", "C", "C", "N", "C", "C", "C", "N", "C", "C", "C", "N", "C", "C", "C", "H", "H", "H", "H", "H", "H", "H", "H", "H", "H", "H", "H", "H", "H", "H", "H", "H", "H", "H", "H", "H", "H", "H", "H", "H", "H", "H", "H", "O", "C", "C", "C", "C", "C", "C", "C", "O", "O", "H", "H", "H", "H", "H"], "coordinates": [[0.1574, -0.6323, -0.3771], [4.3278, -1.6262, -3.2383], [3.7718, -2.1212, -1.9019], [2.3106, -2.5161, -2.0520], [4.0058, -1.0930, -0.8273], [5.2376, -0.6129, -0.3455], [4.8851, 0.3220, 0.5993], [3.5460, 0.3817, 0.6655], [2.9966, -0.4888, -0.2115], [2.7315, 1.2905, 1.6051], [1.9117, 0.4686, 2.6225], [1.9701, 0.5870, 3.9585], [1.1082, -0.3318, 4.5197], [0.5732, -1.0135, 3.4126], [1.0560, -0.5170, 2.2819], [-0.4358, -2.1269, 3.3680], [-0.4912, -2.8883, 4.6893], [-1.8174, -1.6048, 2.9918], [1.8593, 2.2945, 0.8249], [1.8969, 3.6338, 0.9008], [0.9514, 4.1485, 0.0374], [0.3673, 3.0097, -0.5457], [0.9241, 1.9092, -0.0622], [-0.7431, 2.8968, -1.5527], [-2.0432, 2.4528, -0.8881], [-0.9432, 4.1986, -2.3220], [4.2182, -2.3889, -4.0126], [5.3837, -1.3633, -3.1624], [3.7877, -0.7351, -3.5644], [4.3366, -3.0198, -1.6199], [1.7100, -1.6780, -2.4091], [1.8873, -2.8728, -1.1133], [2.2092, -3.3128, -2.7914], [6.2289, -0.9098, -0.6435], [5.4812, 0.9530, 1.2375], [3.5179, 1.9476, 2.2492], [2.6220, 1.3225, 4.3996], [0.9174, -0.5026, 5.5647], [-0.1104, -2.8199, 2.5851], [-0.8488, -2.2471, 5.4992], [0.4925, -3.2647, 4.9736], [-1.1777, -3.7338, 4.6166], [-2.1538, -0.8587, 3.7170], [-2.5473, -2.4179, 2.9740], [-1.8349, -1.1515, 2.0025], [2.5999, 4.1140, 1.5612], [0.7295, 5.1837, -0.1550], [-0.4612, 2.1155, -2.2658], [-2.3495, 3.1715, -0.1227], [-1.9414, 1.4778, -0.4105], [-2.8453, 2.3578, -1.6232], [-1.2634, 5.0091, -1.6613], [-1.7159, 4.0734, -3.0826], [-0.0217, 4.5139, -2.8134], [-3.8573, -0.3704, 0.2996], [-4.4373, -0.6234, -0.9132], [-5.7927, -0.4003, -1.1235], [-6.3526, -0.6443, -2.3682], [-5.5562, -1.0971, -3.4078], [-4.1994, -1.2972, -3.1876], [-3.6202, -1.0820, -1.9448], [-2.1251, -1.3185, -1.7474], [-1.3680, -0.6355, -2.4731], [-1.7930, -2.1538, -0.8812], [-4.5091, 0.0418, 0.8760], [-6.4064, -0.0298, -0.3082], [-7.4109, -0.4701, -2.5214], [-5.9819, -1.2849, -4.3851], [-3.5549, -1.6187, -3.9962]], "e_tot_ha": -2151.7508, "total_charge": -1, "e_homo_ev": -5.65, "homo_lumo_gap_ha": 0.300, "de_lowest_ev": 0.000}